This record from OMol25 describes a 3-piece molecular cluster, C42H61BrCl3FN2O6 overall at a distorted geometry. The level of theory is wB97M-V/def2-TZVPD.

**Lowest unoccupied orbital energy (spin up / spin down)**: -1.37 / -1.37 eV
**Net charge**: 0
**E**: -170131.067 eV
**HOMO energy (spin up / spin down)**: -8.3 / -9.1 eV
**Spin multiplicity**: 3
**<S²>**: 2.01
**HOMO-LUMO gap (spin up / spin down)**: 6.895 / 7.769 eV

Structure (XYZ):
```
116
Properties=species:S:1:pos:R:3:forces:R:3
C -2.577 -3.791 1.349 -0.5 0.0 -0.1
C -3.626 -3.969 0.536 0.3 0.1 0.3
C -4.729 -2.936 0.394 -0.8 -1.0 0.8
C -5.318 -2.916 -1.001 0.0 0.3 -0.5
C -4.797 -2.024 -1.962 -0.4 -0.3 0.1
C -3.638 -1.107 -1.631 -0.4 -0.3 -0.1
C -2.335 -1.862 -1.869 0.3 0.2 -0.1
C -1.089 -1.014 -1.675 -0.1 0.5 -0.1
O 0.023 -1.539 -2.419 -0.5 -0.3 -0.3
C 0.378 -2.797 -2.027 0.6 -0.1 0.2
C 0.000 -3.940 -2.918 -0.5 0.6 -0.4
O 1.000 -2.964 -1.020 0.0 -0.1 0.5
C -5.386 -2.029 -3.239 0.1 0.0 0.4
C -6.443 -2.890 -3.555 -0.1 -0.2 0.3
C -6.969 -3.781 -2.604 0.6 0.0 -0.1
C -8.126 -4.720 -2.890 0.1 0.3 -0.4
Cl -7.616 -6.129 -3.885 0.1 -0.1 0.2
C -9.403 -4.081 -3.470 -0.3 0.1 0.6
C -9.587 -2.592 -3.173 -0.5 -0.3 -0.2
Cl -10.794 -4.972 -2.700 0.0 -0.1 -0.2
C -6.375 -3.790 -1.323 0.3 0.2 0.2
C -6.842 -4.756 -0.246 -0.5 -0.2 -0.9
C -8.042 -4.263 0.582 1.0 -0.3 0.2
C -8.745 -5.423 1.244 -0.2 -0.1 -0.2
F -8.903 -3.572 -0.257 -0.3 0.1 0.0
C -6.972 -2.799 -4.956 0.3 0.5 0.4
O -7.346 -3.724 -5.612 -0.5 -0.6 -0.3
C -6.974 -1.416 -5.529 -0.2 0.2 -0.1
Br -8.376 -0.967 -6.688 0.2 -0.2 0.1
C -5.975 -0.596 -5.221 -0.5 0.4 -0.2
Cl -5.874 1.002 -5.824 0.3 -0.1 0.0
C -4.909 -1.090 -4.302 -0.5 -0.4 0.1
O -3.768 -0.757 -4.445 0.7 0.4 0.0
H -1.582 -4.128 1.096 -0.1 -1.1 0.6
H -2.746 -3.268 2.284 0.5 1.1 -0.4
H -3.717 -4.903 -0.012 0.4 0.5 -1.0
H -5.523 -3.175 1.104 -0.2 0.2 0.0
H -4.358 -1.970 0.696 0.1 0.1 0.0
H -3.701 -0.242 -2.278 0.2 0.2 0.0
H -3.721 -0.743 -0.612 0.1 0.0 0.1
H -2.293 -2.742 -1.233 0.0 -0.1 0.1
H -2.335 -2.195 -2.904 0.0 0.0 -0.1
H -1.264 -0.023 -2.085 0.1 0.1 -0.1
H -0.817 -0.885 -0.627 0.1 -0.2 0.1
H -0.275 -3.578 -3.904 0.2 -0.1 -0.2
H 0.787 -4.679 -2.953 0.1 -0.1 0.0
H -0.909 -4.373 -2.501 0.0 -0.2 0.1
H -8.416 -5.168 -1.960 -0.1 0.0 0.2
H -9.518 -4.271 -4.527 0.2 -0.1 -0.1
H -9.113 -2.271 -2.254 0.3 0.0 0.0
H -9.282 -2.006 -4.037 0.3 0.2 0.1
H -10.650 -2.413 -3.053 -0.1 0.1 -0.1
H -6.025 -5.062 0.394 0.1 0.1 0.3
H -7.152 -5.670 -0.749 0.1 -0.2 0.0
H -7.666 -3.566 1.332 -0.3 0.3 0.0
H -8.196 -5.718 2.135 0.0 0.0 0.1
H -9.773 -5.183 1.500 0.0 0.2 0.2
H -8.784 -6.280 0.575 0.0 -0.1 -0.1
C 4.784 1.457 2.137 -0.4 0.0 -0.2
C 5.457 0.107 2.496 -0.2 1.7 0.0
C 6.636 -0.210 1.564 0.1 -0.5 -0.4
C 6.258 -0.778 0.197 -0.1 0.0 0.1
C 5.285 -1.946 0.354 0.6 0.1 0.1
C 4.053 -1.564 1.171 -1.3 0.3 -1.1
N 4.437 -0.984 2.497 1.8 -1.3 -0.1
O 4.829 -1.936 3.282 -0.6 0.1 0.4
C 3.207 -0.587 0.331 0.1 0.3 0.0
C 3.154 -2.779 1.365 0.2 -0.4 0.4
C 6.049 0.336 3.885 0.0 -0.5 0.3
H 3.827 1.357 1.636 0.1 -0.1 -0.1
H 4.553 2.036 3.032 0.2 -0.1 0.1
H 5.428 2.070 1.507 0.0 0.0 0.0
H 7.281 -0.944 2.057 -0.1 0.0 0.1
H 7.244 0.689 1.438 -0.1 0.1 0.1
H 5.836 0.003 -0.441 -0.1 0.0 0.0
H 7.162 -1.126 -0.309 0.0 0.0 0.0
H 4.973 -2.304 -0.629 -0.2 0.0 0.0
H 5.805 -2.780 0.836 -0.1 0.0 0.1
H 2.338 -0.238 0.892 0.0 0.0 0.0
H 2.842 -1.097 -0.560 0.0 -0.1 0.1
H 3.762 0.280 -0.023 0.0 0.0 0.1
H 3.671 -3.607 1.849 0.1 0.1 0.1
H 2.799 -3.140 0.402 0.1 0.2 0.0
H 2.279 -2.524 1.964 0.0 0.0 0.0
H 5.268 0.488 4.631 0.0 0.0 0.0
H 6.671 1.232 3.856 -0.1 0.1 -0.1
H 6.679 -0.490 4.211 -0.1 -0.1 0.0
C 3.620 7.553 1.918 -0.1 -0.3 -0.1
C 4.963 7.774 2.666 -1.5 0.4 -0.6
C 5.980 8.541 1.807 0.6 -0.1 -0.1
C 6.717 7.709 0.759 -0.1 0.0 0.1
C 7.298 6.446 1.392 0.1 0.6 0.0
C 6.235 5.629 2.125 -0.4 -1.3 -1.2
N 5.504 6.461 3.129 1.9 1.1 0.2
O 6.265 6.647 4.159 -0.4 -0.4 0.4
C 5.290 5.021 1.069 -0.3 0.2 -0.1
C 6.881 4.424 2.800 0.2 0.1 0.6
C 4.601 8.680 3.840 0.3 -0.1 0.5
H 3.475 6.539 1.563 0.1 0.0 -0.1
H 2.776 7.736 2.582 0.1 0.1 0.1
H 3.522 8.225 1.064 0.0 0.0 0.0
H 6.735 8.976 2.469 0.0 -0.1 0.1
H 5.479 9.384 1.328 -0.1 0.0 0.1
H 6.052 7.463 -0.073 0.0 -0.1 0.0
H 7.526 8.305 0.332 0.0 0.0 0.0
H 7.767 5.828 0.624 -0.1 -0.1 0.0
H 8.092 6.730 2.089 -0.1 0.0 0.1
H 4.475 4.470 1.541 0.0 0.0 0.0
H 5.840 4.320 0.441 0.1 0.0 0.1
H 4.864 5.751 0.385 0.0 0.0 0.1
H 7.673 4.706 3.491 -0.1 0.1 0.1
H 7.331 3.772 2.051 -0.1 0.1 -0.1
H 6.140 3.839 3.346 0.0 0.0 0.0
H 3.943 8.173 4.547 0.0 0.0 0.0
H 4.077 9.556 3.456 0.0 -0.1 -0.1
H 5.478 9.033 4.380 0.0 -0.1 0.0
```
Positions in Å, forces in eV/Å.

Atomic partial charges in e from the Mulliken method, atoms 1 to 99: -0.9750 -0.0739 -1.5683 0.6674 0.5077 -1.9541 0.1432 -0.7976 -0.4132 0.7394 -1.1183 -0.4612 0.6243 0.8588 0.4958 -0.6437 -0.1769 0.0762 -1.1562 -0.2039 0.4343 -2.4310 0.7857 -1.6043 -0.2721 0.1917 -0.4917 -0.4259 -0.0348 -0.0803 -0.1812 0.2743 -0.5351 0.2805 0.2911 0.4233 0.3567 0.4605 0.7508 0.5487 0.2072 0.3509 0.4517 0.2918 0.3992 0.3584 0.2238 0.1902 0.5828 0.1846 0.0946 0.5974 0.5988 0.6319 0.3949 0.3859 0.3672 0.3588 -1.6183 1.8944 -1.4732 -0.4460 -1.4145 1.9816 0.4810 -0.6229 -2.0031 -1.7463 -1.7875 0.3435 0.4823 0.1385 0.4358 0.2793 0.2695 0.4365 0.4096 0.3946 0.4347 0.2993 0.3681 0.3927 0.3988 0.4433 0.4737 0.3493 0.3921 -1.5676 1.7078 -1.4488 -0.4826 -1.3216 2.0406 0.3944 -0.5905 -2.2283 -1.8485 -1.8540 0.3231

This record from OMol25 describes C42H62BBrLuN5O3P2S as an isolated structure at a distorted geometry. The level of theory is wB97M-V/def2-TZVPD.

**Lowest unoccupied orbital energy**: 0.13 eV
**Net charge**: 0
**E**: -191912.319 eV
**HOMO energy**: -7.1 eV
**ΔE to the lowest compared entry with this formula, charge and spin**: 0.000 eV
**HOMO-LUMO gap**: 7.232 eV

Structure (XYZ):
```
118
Properties=species:S:1:pos:R:3:forces:R:3
Lu 1.083 -0.713 -0.680 -0.7 -0.4 0.1
C 2.229 -2.465 2.936 -0.5 -0.6 -0.5
C 0.978 -1.586 3.200 -0.1 0.3 -1.1
C 1.325 -0.086 2.974 0.0 -0.7 1.3
C 0.540 -1.740 4.646 0.6 -0.1 0.1
P -0.329 -1.954 1.843 1.3 0.3 -0.1
C -1.699 -0.816 2.296 -0.6 1.0 0.5
N -1.596 0.486 1.607 0.8 -1.4 -0.1
B -0.679 0.817 0.529 0.5 -0.7 -0.3
N -0.952 2.214 0.267 -0.1 -0.1 0.2
C -0.385 2.970 -0.826 -0.5 0.0 -0.5
P 1.252 2.243 -1.244 -0.1 -0.4 0.4
C 1.432 2.593 -3.054 -0.3 0.3 -0.3
C 0.562 1.526 -3.719 -1.7 -0.2 0.1
C 0.954 3.978 -3.550 0.3 -0.6 0.7
C 2.893 2.361 -3.465 -0.7 0.7 0.4
C 2.415 3.238 -0.187 0.0 1.6 0.3
C 3.645 2.365 0.005 0.4 -0.2 -0.3
C 2.759 4.671 -0.740 -0.1 -0.9 -0.5
C 1.820 3.492 1.218 -0.8 0.0 0.1
C -1.961 2.663 1.102 -0.5 -0.3 0.6
C -2.612 3.887 1.183 0.3 -1.5 0.9
C -3.623 3.988 2.143 -0.4 -0.1 -0.5
C -3.998 2.920 2.958 0.6 0.4 -0.5
C -3.338 1.699 2.905 0.1 0.0 -0.2
C -2.345 1.571 1.962 0.2 1.0 -0.8
C -1.038 -3.653 2.079 0.0 0.0 0.2
C -2.011 -3.726 3.275 -0.4 -0.7 -0.4
C -1.824 -3.948 0.770 0.9 1.3 0.3
C 0.088 -4.694 2.264 0.3 0.4 -0.5
H 3.133 -1.936 3.213 0.2 0.1 0.4
H 2.368 -2.722 1.864 -0.2 0.2 0.6
H 2.150 -3.420 3.494 0.3 0.7 -0.3
H 2.109 0.167 3.703 -0.1 0.1 -0.2
H 0.458 0.530 3.153 -0.3 0.3 0.3
H 1.668 0.184 2.002 0.5 -0.1 -0.8
H 1.383 -1.445 5.283 0.0 -0.3 0.0
H 0.227 -2.743 4.896 0.2 -0.4 0.1
H -0.263 -1.104 4.946 -0.7 0.6 -0.1
H -1.690 -0.641 3.400 -0.1 -0.2 -0.6
H -2.674 -1.274 2.061 0.3 0.0 0.0
H -0.304 4.042 -0.595 0.0 -0.2 0.0
H -1.012 2.858 -1.736 0.1 0.3 0.4
H -0.504 1.483 -3.304 1.4 -0.1 -0.2
H 0.995 0.520 -3.695 0.0 0.2 0.1
H 0.366 1.799 -4.757 0.4 -0.1 -0.2
H -0.100 4.154 -3.419 -0.6 -0.2 0.2
H 1.137 4.043 -4.614 0.3 0.2 -0.3
H 1.455 4.749 -2.986 0.3 0.4 -0.3
H 3.200 1.367 -3.205 0.3 -0.5 0.2
H 3.524 3.112 -3.007 0.3 0.0 0.1
H 2.963 2.504 -4.524 0.1 -0.1 -0.8
H 4.039 1.992 -0.958 0.0 0.2 0.4
H 3.347 1.489 0.605 0.4 0.4 -0.1
H 4.443 2.930 0.506 -0.1 -0.2 0.0
H 3.309 4.630 -1.693 -0.1 0.0 0.4
H 3.388 5.183 -0.004 -0.2 0.1 -0.1
H 1.844 5.247 -0.950 0.3 -0.1 0.4
H 1.590 2.570 1.735 0.0 -0.4 0.1
H 0.873 4.053 1.239 0.3 0.0 -0.3
H 2.501 4.047 1.868 0.3 0.0 -0.3
H -2.288 4.689 0.576 0.0 0.9 -0.6
H -4.213 4.890 2.125 -0.1 0.2 0.4
H -4.807 3.041 3.629 -0.7 0.2 0.6
H -3.592 0.850 3.530 -0.2 0.2 0.1
H -2.872 -3.065 3.131 0.3 0.1 0.2
H -1.533 -3.579 4.244 -0.1 0.3 -0.2
H -2.464 -4.731 3.325 0.3 0.1 -0.1
H -2.548 -3.160 0.593 -0.2 0.2 -0.1
H -2.374 -4.826 0.931 -0.8 -1.5 0.0
H -1.217 -4.039 -0.141 0.2 0.0 0.4
H 0.564 -4.682 3.260 -0.5 -0.1 -0.4
H 0.895 -4.554 1.529 -0.2 0.1 0.1
H -0.337 -5.664 2.023 0.0 -0.3 0.4
S 1.693 -5.180 -2.764 -0.2 0.4 0.5
C 1.517 -3.900 -1.763 0.5 -1.2 -1.1
N 1.437 -2.936 -1.114 -0.3 0.9 0.8
C -3.985 1.762 -1.568 -0.5 -0.4 0.5
C -4.668 0.490 -2.026 -0.9 -0.6 -1.0
N -4.838 -0.572 -1.030 0.4 0.2 0.5
C -5.933 -0.394 -0.065 0.4 -0.3 0.1
C -5.615 -0.853 1.367 -0.3 -0.1 -0.2
C -4.347 -1.831 -1.184 -0.3 0.4 -0.4
O -4.847 -2.810 -0.667 -0.3 -0.4 0.4
C -3.140 -2.029 -2.022 0.7 -0.1 -0.6
C -3.061 -3.125 -2.891 0.3 1.1 0.8
C -1.871 -3.318 -3.552 0.4 -0.2 -0.1
C -0.776 -2.494 -3.270 -0.7 0.3 0.3
N -0.820 -1.464 -2.410 -0.6 -0.2 0.4
C -2.019 -1.238 -1.835 0.0 0.0 0.1
H -3.676 2.339 -2.431 0.0 0.2 -0.1
H -3.102 1.483 -0.999 0.1 0.3 0.2
H -4.685 2.354 -0.949 0.6 -0.1 -0.2
H -4.182 0.051 -2.913 0.0 0.2 0.4
H -5.701 0.717 -2.372 0.5 0.1 0.1
H -6.812 -0.893 -0.479 -0.1 -0.2 0.3
H -6.150 0.666 -0.063 0.0 0.3 0.1
H -5.500 -1.926 1.471 0.0 -0.1 -0.3
H -6.435 -0.579 2.027 -0.1 0.2 0.0
H -4.715 -0.395 1.768 0.1 0.3 -0.2
H -3.918 -3.757 -2.949 -0.3 -0.5 -0.3
H -1.740 -4.156 -4.225 0.1 0.1 0.0
H 0.169 -2.688 -3.718 0.6 -0.2 -0.3
H -2.095 -0.424 -1.116 0.3 0.0 -0.1
Br 9.787 -0.708 -1.164 0.1 0.0 -0.2
C 7.892 -0.771 -1.141 0.6 0.1 0.5
C 7.166 -0.648 -2.307 0.1 0.2 -0.5
C 5.792 -0.639 -2.217 -0.9 -0.6 0.4
C 5.183 -0.823 -0.966 -0.2 0.3 -0.2
C 5.928 -0.978 0.198 -0.1 0.4 0.1
C 7.303 -0.916 0.101 -0.1 -0.2 0.2
C 3.697 -0.725 -0.886 1.7 -0.4 -0.1
O 3.160 -0.819 0.247 -1.1 0.1 0.5
O 3.059 -0.537 -1.941 -1.2 0.2 -0.4
H 7.661 -0.537 -3.266 0.0 0.0 0.2
H 5.115 -0.588 -3.082 0.6 0.2 0.3
H 5.472 -1.064 1.192 0.0 0.0 -0.6
H 7.885 -0.986 1.006 0.3 0.0 -0.1
```
Positions in Å, forces in eV/Å.

Atomic partial charges in e from the Mulliken method, atoms 1 to 99: 1.8258 -1.8025 2.1161 -1.9662 -1.9793 0.2882 -1.3585 0.6612 1.6759 0.7687 -1.5035 0.5831 2.2571 -1.5861 -1.8910 -1.9609 2.0542 -1.7303 -1.8265 -1.7487 0.2769 -1.1212 -0.8803 -0.9752 -0.7521 0.5293 2.1394 -1.4583 -1.6072 -1.7318 0.5338 0.1256 0.4095 0.8621 0.1253 0.0030 0.5287 0.3350 0.3301 0.5971 -0.0760 0.5419 -0.1196 0.0783 0.0910 0.6688 0.2988 0.5909 0.3257 0.2573 0.2584 0.6063 0.2127 0.0875 0.5953 0.3282 0.4998 0.3017 0.0350 0.3389 0.5374 0.5575 0.3918 0.4803 0.4682 0.1957 0.1977 0.5220 0.0455 0.8085 0.0225 0.2306 0.2518 0.5574 -0.3986 0.3421 -0.8150 -0.6024 -1.2608 0.5955 -0.6673 -1.0741 0.0004 -0.6391 0.5080 -0.8029 -1.2939 -0.8229 0.1701 0.5297 0.4274 0.0711 0.3827 0.4555 0.4841 0.3154 0.4553 0.3256 0.5145